<1>
Entry from the OMol25 dataset: C2H6N2S in the gas phase (ωB97M-V with the def2-TZVPD basis set).

Last column: Mulliken charge in e.
Geometry (Å):
S 0.41557 -0.55436 2.80559  -0.141
H -0.61879 0.61911 -2.16037  0.234
H -0.15299 -1.70865 -0.71423  0.234
N 0.46122 0.46699 -0.24956  -0.398
N 0.06850 -1.40889 1.32900  -0.360
C 0.11091 -0.73417 0.02264  0.080
H 1.21577 1.22067 -1.89570  0.324
H -1.09104 -1.91404 1.27164  0.327
H -0.23391 0.75482 2.28587  0.154
C 0.21415 1.18636 -1.51377  -0.684
H -0.38938 2.07216 -1.18111  0.229

Computed properties:
- HOMO level: -8.959 eV
- LUMO energy: 0.622 eV
- Molecular weight: 90.2 g mol⁻¹

***

<2>
Entry from the OMol25 dataset: 2 unconnected molecules or ions with the total composition C2H6N2S (ωB97M-V with the def2-TZVPD basis set).

Last column: Mulliken charge in e.
Geometry (Å):
C -0.03432 1.58157 0.45855  -0.968
S -1.70493 -0.33654 -1.08552  -0.440
N 0.27665 -1.81443 -0.56248  -0.724
H 0.69054 2.38271 0.67838  0.344
H 1.48038 0.06455 0.15210  0.248
H 1.17584 -2.25990 0.15156  0.294
H -0.57619 -3.05609 -0.17109  0.331
H -0.74959 2.08234 -0.19630  0.328
C -0.27208 -0.56311 -0.57685  0.454
H -0.80737 1.47219 1.23241  0.339
N 0.52105 0.44671 -0.08075  -0.205

Computed properties:
- HOMO level: -8.369 eV
- LUMO energy: -0.577 eV
- Molecular weight: 90.2 g mol⁻¹

***

Stability, lowest: <2>

***

<1>
Entry from the OMol25 dataset: C5H5Cl in the gas phase (ωB97M-V with the def2-TZVPD basis set).

Last column: Mulliken charge in e.
Geometry (Å):
Cl 1.96120 -1.33616 0.04350  -0.197
C 1.22620 0.18122 -0.39259  -0.211
H 0.77190 2.02349 0.58212  0.236
H -2.49755 -2.44826 0.25088  0.399
C 0.46228 0.96878 0.66733  -0.572
C -0.28820 0.40867 -0.48686  -0.209
H 0.19991 0.56925 1.69382  0.288
C -1.90044 -1.56393 0.08154  0.241
H -0.62005 1.08915 -1.28180  0.302
H 1.86927 0.70109 -1.07727  0.354
C -1.18453 -0.59332 -0.08068  -0.630

Computed properties:
- HOMO level: -9.572 eV
- LUMO energy: 0.959 eV
- Molecular weight: 100.5 g mol⁻¹

***

<2>
Entry from the OMol25 dataset: C5H5Cl in the gas phase (ωB97M-V with the def2-TZVPD basis set).

Last column: Mulliken charge in e.
Geometry (Å):
H -1.30239 0.05358 1.49588  0.339
C 0.86967 -0.96382 0.09061  -0.338
H -1.84532 1.23175 0.20251  0.281
C 0.09582 0.16281 -0.04564  0.557
C 0.59280 1.34763 -0.42104  -1.002
C 1.53067 -1.97340 -0.11537  -0.117
H 2.08711 -2.95047 -0.21931  0.351
H 0.12191 2.27184 -0.49090  0.305
H 1.63374 1.48034 -0.65905  0.312
C -1.36954 0.27167 0.47623  -0.484
Cl -2.41446 -0.93193 -0.31392  -0.203

Computed properties:
- HOMO level: -9.336 eV
- LUMO energy: 0.597 eV
- Molecular weight: 100.5 g mol⁻¹

***

Stability, lowest: <1>